60
Properties=species:S:1:pos:R:3:forces:R:3 method="wB97M-V/def2-TZVPD" homo_lumo_gap_ev="5.51 / 6.56" relative_energy_kj_mol=52.1 total_charge=0 e_lumo_ev="0.477 / 0.474" total_energy_ha=-1396.96914 spin_multiplicity=2
Ru -0.01944 -0.15770 0.06226 -1.37 -0.67 -1.09
C -2.55814 -0.86124 1.84184 0.10 0.13 -0.03
C -2.14508 0.54295 2.27941 -0.13 0.03 0.04
C -2.24312 1.55412 1.17388 -0.16 0.13 0.01
C -3.12380 2.62864 1.24951 0.06 -0.22 0.02
C -3.14127 3.57424 0.24145 -0.11 0.17 0.00
C -2.27667 3.42899 -0.82659 0.07 -0.19 -0.06
C -1.44200 2.32289 -0.85356 -0.31 0.24 -0.25
N -1.43436 1.40022 0.11072 1.07 0.26 0.57
N -1.46139 -1.55683 1.15154 0.09 -0.12 -0.06
C -0.54095 -2.22753 2.07569 -0.02 0.02 0.09
C 0.77706 -2.56194 1.40877 -0.13 -0.22 0.09
C 1.77196 -3.23448 2.10151 -0.18 -0.11 -0.06
C 2.95445 -3.52109 1.44677 0.11 -0.02 0.05
C 3.10631 -3.15066 0.11988 -0.12 -0.03 -0.12
C 2.07138 -2.46360 -0.48942 0.13 -0.09 -0.05
N 0.93633 -2.16677 0.14220 0.60 0.59 0.50
C -1.98156 -2.50199 0.14850 -0.02 -0.03 0.04
C -2.08904 -1.91446 -1.23703 -0.16 -0.25 0.04
C -2.97419 -2.43989 -2.17083 0.03 0.02 0.19
C -2.94625 -1.96420 -3.46908 -0.05 -0.05 -0.07
C -2.05037 -0.95944 -3.78764 0.14 0.15 0.08
C -1.22352 -0.46422 -2.78983 -0.12 0.03 -0.23
N -1.23213 -0.94024 -1.54375 0.19 0.16 -0.07
H -3.39202 -0.80091 1.13894 -0.03 0.04 0.02
H -2.90831 -1.43778 2.70769 0.05 -0.09 -0.02
H -1.10281 0.52824 2.61045 -0.03 -0.03 0.11
H -2.76828 0.85720 3.11891 -0.04 0.05 -0.06
H -3.77589 2.71998 2.10778 0.02 0.00 0.01
H -3.81608 4.41963 0.29548 0.02 -0.01 0.01
H -2.23320 4.15749 -1.62410 0.00 -0.02 -0.01
H -0.73115 2.15624 -1.65341 0.06 0.05 0.09
H -0.99614 -3.14120 2.48961 0.05 -0.03 0.01
H -0.32268 -1.55443 2.90647 -0.02 0.07 -0.04
H 1.62088 -3.50737 3.13780 0.00 0.02 0.00
H 3.75827 -4.02189 1.97171 -0.01 -0.01 -0.01
H 4.01251 -3.36727 -0.42772 0.00 0.02 0.01
H 2.14239 -2.11762 -1.51251 0.05 0.11 0.04
H -2.95158 -2.90601 0.45882 -0.01 -0.02 0.01
H -1.29844 -3.34924 0.08066 0.03 -0.01 0.00
H -3.66851 -3.21508 -1.87249 0.02 -0.01 -0.01
H -3.61154 -2.37375 -4.21890 0.00 0.03 0.02
H -1.98778 -0.55278 -4.78773 -0.01 0.00 0.02
H -0.51219 0.33483 -2.96849 0.03 -0.07 -0.02
C 0.98430 0.41290 1.68314 -0.11 -0.14 0.20
C 1.42742 0.54599 2.81793 0.16 0.20 0.08
C 1.94391 0.69661 4.14802 0.03 -0.07 -0.07
C 1.09641 0.63008 5.26237 -0.03 0.02 0.02
C 1.59420 0.72714 6.55345 -0.01 0.01 -0.03
C 2.95491 0.89747 6.77050 -0.01 0.00 -0.03
C 3.80850 0.97726 5.67689 -0.01 0.00 -0.01
C 3.31300 0.87979 4.38631 0.01 0.00 -0.02
H 0.03122 0.50955 5.09943 0.02 -0.02 0.01
H 0.91530 0.67101 7.39621 0.00 0.00 -0.02
H 3.34470 0.97211 7.77788 0.00 0.00 -0.01
H 4.87157 1.11724 5.83266 -0.01 0.00 -0.01
H 3.97831 0.94492 3.53496 0.01 -0.01 0.01
C 1.26075 0.76666 -1.15096 0.06 -0.14 0.11
H 1.58428 0.26734 -2.07915 0.03 0.10 0.00
H 1.91628 1.59933 -0.88931 -0.02 0.02 -0.04